Entry 1:
Computed, not measured: a cluster of 2 separate species, C2H9NS2 in total, with ωB97M-V with the def2-TZVPD basis set.

The geometry in XYZ format:
```
14
Properties=species:S:1:pos:R:3:nbo_charge:R:1
S 0.348 -0.064 -4.213 -0.14
S 1.791 1.389 -4.502 -0.14
H 1.078 -0.823 -3.379 0.14
H 0.968 2.088 -5.312 0.14
C -0.465 -1.231 1.016 -0.42
N -0.341 0.232 1.185 -0.60
C -0.550 0.628 2.588 -0.42
H -1.542 -1.439 1.090 0.19
H 0.038 -1.886 1.734 0.17
H -0.138 -1.501 0.011 0.20
H 0.642 0.409 0.976 0.34
H 0.239 0.278 3.264 0.17
H -0.583 1.718 2.596 0.20
H -1.486 0.202 2.946 0.19
```

Results
energy relative to the best compared isomer or geometry (same formula, charge and spin): 1.154 eV
gap between HOMO and LUMO: 8.81 eV
LUMO: 0.368 eV
total charge: 0
molecular weight: 111.23 g/mol
E: -25379.5600 eV
HOMO: -8.45 eV
largest force on an atom: 1.5 eV Å⁻¹

***

Entry 2:
Computed, not measured: a structure of composition C36H30IN4O2RuSSe, with ωB97M-V with the def2-TZVPD basis set.

The geometry in XYZ format:
```
76
Properties=species:S:1:pos:R:3:lowdin_spin:R:1
Ru 0.851 -0.860 -0.372 0.00
O 4.722 4.662 1.058 0.00
C 3.536 4.523 1.403 0.00
O 2.738 5.285 1.980 0.00
C 2.923 3.158 1.029 0.00
C 3.464 2.402 -0.004 0.00
C 2.841 1.227 -0.386 0.00
N 1.751 0.802 0.265 0.01
C 1.219 1.498 1.276 0.00
C 1.786 2.691 1.679 0.00
C -0.003 0.866 1.837 0.00
C -0.712 1.429 2.882 0.00
C -1.799 0.752 3.406 0.00
C -2.138 -0.478 2.874 0.00
C -1.395 -0.974 1.816 0.00
N -0.359 -0.320 1.284 0.00
C 3.234 0.340 -1.517 0.00
C 4.378 0.554 -2.266 0.00
C 4.716 -0.343 -3.267 0.00
C 3.883 -1.420 -3.512 0.00
C 2.748 -1.570 -2.736 0.00
N 2.426 -0.725 -1.753 0.00
H 4.362 2.778 -0.478 0.00
H 1.370 3.305 2.467 0.00
H -0.408 2.387 3.278 0.00
H -2.360 1.174 4.230 0.00
H -2.974 -1.051 3.251 0.00
H -1.644 -1.918 1.354 0.00
H 5.005 1.408 -2.050 0.00
H 5.620 -0.198 -3.844 0.00
H 4.094 -2.135 -4.295 0.00
H 2.049 -2.378 -2.911 0.00
S -0.608 -2.002 -1.989 0.32
C -1.977 -2.949 -1.408 0.03
C -3.172 -2.946 -2.132 0.03
C -4.257 -3.692 -1.701 0.00
C -4.164 -4.469 -0.552 0.03
C -2.970 -4.505 0.154 0.00
C -1.884 -3.750 -0.269 0.03
H -3.236 -2.350 -3.034 0.00
H -5.181 -3.668 -2.266 0.00
H -5.014 -5.050 -0.217 0.00
H -2.880 -5.124 1.038 0.00
H -0.951 -3.781 0.282 0.00
I 3.558 -5.872 -1.744 0.00
C 3.069 -4.462 -0.307 0.00
C 3.940 -4.158 0.734 0.00
C 3.559 -3.195 1.647 0.00
C 2.331 -2.567 1.481 0.00
N 1.506 -2.833 0.462 0.00
C 1.867 -3.790 -0.402 0.01
H 4.888 -4.671 0.830 0.00
H 4.198 -2.926 2.477 0.00
H 1.977 -1.838 2.198 0.00
H 1.157 -4.005 -1.192 0.01
C -4.269 4.605 1.262 0.00
C -3.309 3.638 0.623 0.00
C -2.086 4.062 0.128 0.00
C -1.227 3.204 -0.554 0.01
C 0.068 3.748 -1.097 0.02
C -1.614 1.867 -0.729 0.04
Se -0.482 0.772 -1.837 0.44
C -2.825 1.403 -0.202 0.01
C -3.291 -0.009 -0.398 0.00
C -3.648 2.299 0.469 0.00
H -3.789 5.560 1.471 0.00
H -4.673 4.209 2.195 0.00
H -5.115 4.794 0.597 0.00
H -1.787 5.097 0.258 0.00
H 0.209 4.786 -0.801 0.00
H 0.087 3.693 -2.188 0.01
H 0.923 3.184 -0.738 0.00
H -2.472 -0.712 -0.350 0.00
H -3.741 -0.126 -1.388 0.00
H -4.039 -0.284 0.347 0.00
H -4.596 1.942 0.862 0.00
```

Results
energy relative to the best compared isomer or geometry (same formula, charge and spin): 0.296 eV
gap between HOMO and LUMO (alpha / beta): 6.77 / 5.76 eV
LUMO (alpha / beta): -0.710 / -1.721 eV
spin multiplicity: 2
total charge: 0
molecular weight: 889.66 g/mol
E: -134740.3074 eV
expectation value of S²: 0.758
HOMO (alpha / beta): -7.48 / -7.48 eV
largest force on an atom: 3.2 eV Å⁻¹